No. 1
# C14H26Cl10O3

A molecular structure, C14H26Cl10O3 at a distorted geometry (ωB97M-V/def2-TZVPD, the Open Molecules 2025 dataset).

Last column: Mulliken charge in e.
Atoms and positions in Å:
1 H 1.257 1.806 -0.026  0.1489
2 H -2.379 -0.390 2.194  -0.0667
3 H -1.335 0.883 -1.324  0.0355
4 H 2.617 0.227 -2.220  0.2524
5 Cl 0.997 -2.855 -0.209  -0.4419
6 H 4.176 -0.526 -1.844  0.3491
7 H -3.694 2.312 2.730  0.6138
8 H 3.317 -5.545 0.768  0.4074
9 Cl 3.786 -3.267 -2.622  -0.1999
10 Cl -3.015 2.468 -1.372  -0.2040
11 H -1.042 5.701 -0.525  0.3735
12 C 1.871 0.979 0.333  -1.2046
13 C -3.205 0.242 2.521  0.0626
14 H 2.611 -3.294 1.626  0.4267
15 O 0.844 -1.149 0.206  0.1078
16 Cl 0.632 4.970 -1.918  -0.2060
17 H 2.509 1.351 1.135  0.4773
18 C 2.403 -3.592 0.598  -0.3601
19 H -0.167 2.867 -0.229  -0.6384
20 O -1.054 -0.529 1.014  -0.4296
21 H -3.246 0.026 3.589  0.4865
22 C 2.310 -5.141 0.664  -0.6054
23 Cl -1.314 2.123 3.181  -0.2124
24 H -0.233 -0.238 2.715  0.3900
25 Cl 1.166 -5.693 1.886  -0.2071
26 H 1.982 -5.599 -0.269  0.3136
27 Cl -1.815 3.574 1.255  -0.2732
28 C -0.159 0.197 1.719  0.7960
29 H 1.851 -2.092 -3.217  0.3945
30 H 2.018 -2.206 -1.572  -1.2029
31 H -2.301 0.805 0.088  -0.9178
32 H 1.922 -0.722 1.689  0.4043
33 H 2.556 0.683 -0.460  0.0870
34 C 3.284 -0.600 -2.466  -0.4213
35 Cl 3.868 -0.039 -4.066  -0.2125
36 C 1.172 -0.236 1.065  0.0491
37 C 2.621 -1.983 -2.452  1.2711
38 C -2.879 1.692 2.356  -0.1710
39 Cl -4.741 -0.260 1.777  -0.1630
40 H -1.586 4.448 -1.607  0.1605
41 C -3.013 -0.289 -1.797  -0.4708
42 H -0.363 1.259 1.578  -0.7550
43 Cl -4.870 -0.355 -1.582  -0.2247
44 H 3.229 -3.443 -0.098  0.1673
45 C -0.434 3.834 0.196  0.2716
46 H -2.663 2.073 1.358  -0.1798
47 C -0.763 4.739 -0.954  -0.3309
48 H -2.707 -0.186 -2.838  0.5073
49 O -0.969 -1.688 -0.941  -0.7339
50 C -0.408 -1.222 0.044  0.3909
51 H 0.398 4.272 0.747  0.5972
52 C -2.375 0.865 -0.997  1.0365
53 H -2.670 -1.255 -1.427  0.2547

Properties
energy relative to the best compared isomer or geometry (same formula, charge and spin) = 13.297 eV
2S+1 = 1


No. 2
# C14H26Cl2FN2O5PS2

3 unconnected molecules or ions with the total composition C14H26Cl2FN2O5PS2 at a distorted geometry (ωB97M-V/def2-TZVPD, the Open Molecules 2025 dataset).

Last column: Mulliken charge in e.
Atoms and positions in Å:
1 O -3.267 -1.398 2.972  -0.5068
2 H 3.471 4.718 -0.021  0.3049
3 O 3.121 2.726 -0.243  -0.3574
4 C -0.603 -1.913 -3.225  -0.2772
5 H -1.766 -3.535 -2.356  0.3905
6 H 4.556 0.623 -2.603  0.3220
7 H 2.334 -0.075 0.763  0.1821
8 O 4.851 -0.312 -2.551  -0.4055
9 C 0.630 -2.718 -2.673  -1.2193
10 H -1.858 -2.783 4.751  0.3079
11 Cl -4.926 0.576 -1.694  -0.2457
12 C 2.233 -0.912 -1.618  0.5524
13 H -0.501 -0.840 -2.967  0.1959
14 O -2.889 0.193 -3.731  -0.5475
15 H 1.358 -2.823 -3.509  0.2625
16 H -0.534 -1.966 -4.334  0.3502
17 H 2.559 2.043 0.138  0.0592
18 H 2.538 3.025 2.356  0.2903
19 S 3.238 -0.725 -0.042  -0.0445
20 O -2.072 0.797 -1.559  -0.4493
21 F 2.071 -3.152 -0.867  -0.4351
22 C -1.987 -2.557 -2.837  -0.8565
23 C 1.502 0.408 -1.774  -0.6370
24 H 1.120 5.267 0.675  0.4251
25 H 4.187 3.547 2.052  0.3084
26 C -1.762 -1.698 4.827  -1.1748
27 H 2.943 4.751 2.436  0.3978
28 C 0.218 -1.798 -0.331  -0.2263
29 H 1.157 4.403 -0.874  0.3115
30 N 0.958 1.335 -2.095  -0.2918
31 H -3.882 -1.348 4.910  0.2982
32 H -3.901 -2.150 -1.903  0.5229
33 N -0.441 -1.647 0.559  -0.3886
34 Cl 2.734 -0.426 -4.757  -0.1949
35 H -2.735 0.826 5.436  0.3722
36 C 3.140 3.819 1.904  -1.2580
37 C 1.369 4.319 0.193  -1.1835
38 C -3.024 -1.014 4.323  0.3635
39 H 0.708 3.542 0.589  0.2462
40 H -2.513 -1.109 2.440  0.3015
41 H -2.076 0.858 3.788  0.2962
42 H -1.559 -1.437 5.868  0.3767
43 H -2.551 -1.867 -0.802  0.2420
44 C 2.828 3.954 0.421  0.3579
45 C -2.903 0.500 4.408  -1.2070
46 H -3.811 0.977 4.034  0.3070
47 H 0.336 -3.765 -2.427  0.5085
48 C -2.871 -1.723 -1.854  -0.6379
49 H -0.897 -1.411 4.221  0.2730
50 H -2.601 -2.768 -3.737  0.3758
51 C 1.272 -2.137 -1.390  1.6855
52 P 3.529 -1.221 -2.983  0.2623
53 S -3.029 0.025 -2.308  1.0943

Properties
2S+1 = 1


No. 3
# C14H26F4NO

A gas-phase ion, C14H26F4NO (charge +1) (ωB97M-V/def2-TZVPD, the Open Molecules 2025 dataset).

Last column: Mulliken charge in e.
Atoms and positions in Å:
1 H -1.789 -1.817 -0.492  0.5301
2 C 1.303 1.353 -0.007  -0.1832
3 H 4.062 1.010 0.439  0.3780
4 C -1.590 0.038 -2.740  -1.5109
5 C -1.832 -0.922 0.133  -1.0085
6 H 0.502 -0.144 1.310  0.8203
7 F 0.184 2.544 2.096  -0.3372
8 H -1.523 -1.216 1.138  0.4961
9 H 2.678 0.728 -1.535  0.5287
10 H -5.100 -0.816 1.173  0.3753
11 C 4.358 -1.081 -0.026  -0.6430
12 H -1.895 1.535 -1.192  0.3805
13 H 3.076 -0.095 1.390  0.3580
14 H -0.252 2.505 -2.640  0.4207
15 C 0.112 0.665 0.688  -0.6086
16 H -3.701 -1.628 1.871  0.3583
17 C 3.468 0.092 0.380  -0.8232
18 H 4.368 -3.258 -0.036  0.3926
19 C 2.306 0.338 -0.584  -0.5827
20 H -2.671 -0.067 -2.772  0.3806
21 H -4.393 -2.209 0.354  0.4269
22 N -0.719 -0.011 -0.387  -0.0860
23 C 3.655 -2.437 0.054  -1.1291
24 H -1.150 -0.966 -2.734  0.3467
25 C -4.159 -1.311 0.931  -1.5652
26 H 5.234 -1.092 0.629  0.4037
27 O 0.810 2.300 -0.938  -0.4866
28 H -1.278 0.511 -3.674  0.4400
29 C -3.250 -0.364 0.143  -0.1816
30 H -3.624 -0.299 -0.878  0.3079
31 H -3.278 0.639 0.569  0.4532
32 H -0.040 -0.656 -0.801  0.5153
33 C -1.317 1.019 2.902  -0.0291
34 H 1.813 1.941 0.752  0.9588
35 H 0.775 1.062 -2.594  0.4468
36 H -1.301 1.752 3.709  0.3684
37 C -0.683 1.627 1.620  0.5569
38 F -0.598 -0.072 3.274  -0.2734
39 H 4.738 -0.923 -1.042  0.3150
40 H 1.842 -0.636 -0.799  0.0182
41 C -1.109 0.881 -1.562  0.5072
42 H 3.143 -2.551 1.016  0.2661
43 F -1.632 2.285 0.936  -0.2900
44 H 2.919 -2.574 -0.745  0.2916
45 C 0.106 1.700 -1.996  -1.0939
46 F -2.571 0.621 2.665  -0.2098

Properties
2S+1 = 1
charge = +1


No. 4
# C14H26F5N4O4

2 unconnected molecules or ions with the total composition C14H26F5N4O4 at a distorted geometry (ωB97M-V/def2-TZVPD, the Open Molecules 2025 dataset).

Last column: Mulliken charge in e.
Atoms and positions in Å:
1 N -4.803 2.305 0.549  -0.1531
2 N -1.065 -0.251 1.368  -0.2635
3 C -3.831 3.139 0.988  0.7438
4 C -4.218 4.202 1.987  -1.3802
5 H 2.127 1.787 1.053  0.4769
6 H 2.478 -2.666 -2.001  0.5686
7 O 1.625 2.329 -2.180  -0.3825
8 C 3.623 0.987 -2.360  -0.9381
9 H -1.866 -0.870 1.418  0.2950
10 H 0.300 0.854 -1.627  -0.5420
11 H -3.332 4.782 2.224  0.2809
12 H -6.836 2.471 0.047  0.2993
13 O 1.880 -0.545 1.582  -0.5702
14 H 0.888 3.373 -0.079  0.4833
15 C 1.600 -3.812 -0.410  -1.3652
16 C 0.393 1.938 -1.547  0.3400
17 O -2.681 3.039 0.575  -0.6204
18 C -6.207 2.291 0.919  -0.8670
19 F 4.266 -4.643 1.999  -0.2438
20 H 0.033 -2.522 -2.199  0.6497
21 H -0.662 2.611 0.188  -0.0799
22 H -4.976 4.867 1.573  0.3920
23 H 0.810 -0.952 -2.223  0.0371
24 C 1.083 1.506 0.907  -1.0262
25 N -0.336 -1.424 -0.495  0.0350
26 F 2.544 -3.342 2.123  -0.2639
27 C 1.877 -2.473 -1.108  -0.0951
28 C 0.370 2.410 -0.108  -0.2489
29 H 2.466 -1.800 -0.483  0.2934
30 H -6.483 1.329 1.353  0.2901
31 F 2.288 -5.495 2.150  -0.2638
32 H -6.409 3.066 1.651  0.3318
33 C 3.012 -4.518 1.621  0.4726
34 H 0.595 1.600 1.884  0.4296
35 C -0.121 -0.561 0.464  -0.2432
36 H -4.489 1.639 -0.139  0.2122
37 N 1.140 0.082 0.507  0.7815
38 F 2.881 -5.799 -0.338  -0.3106
39 O 1.708 0.748 -3.769  -0.5474
40 H -0.706 -0.059 2.299  0.2944
41 C 2.242 1.316 -2.864  0.7252
42 C 2.869 -4.513 0.074  1.0326
43 H 3.785 -0.088 -2.461  0.2709
44 H -4.610 3.758 2.902  0.3925
45 C 0.593 -1.811 -1.586  -0.9145
46 H -1.244 -1.873 -0.511  0.2992
47 H 3.741 1.282 -1.318  0.2672
48 H 1.087 -4.482 -1.105  0.3872
49 H 1.732 -1.504 1.544  0.3600
50 H 4.373 1.501 -2.965  0.3369
51 H 0.937 -3.650 0.445  0.4267
52 F 3.981 -3.918 -0.420  -0.3235
53 H -0.450 2.361 -2.099  0.4374

Properties
2S+1 = 1
charge = +1


no.,DFT total energy (eV)
1,-146294.7913
2,-86877.4766
3,-29341.0980
4,-42670.8506